[1]
Entry from the Open Molecules 2025 dataset: a molecular structure, C19H26BN7Ti at a distorted geometry (wB97M-V/def2-TZVPD).

```
54
Properties=species:S:1:pos:R:3:nbo_charge:R:1
Ti -0.3588 0.0591 -0.8040 1.391
N -0.6461 0.3797 -3.7242 -0.310
N -1.3574 -0.0986 -2.6252 -0.431
N 1.4958 -1.1558 3.3561 -0.461
N 0.1579 1.9031 -1.2914 -0.414
N 0.5975 2.1422 -2.5846 -0.329
N 1.5813 -0.2186 -2.9248 -0.310
N 1.2980 -0.7223 -1.6540 -0.430
C 1.6325 -1.1033 4.7803 -0.392
C 1.4640 0.0549 2.5611 -0.213
C -1.3603 0.2265 -4.8377 0.010
C 0.7582 3.4581 -2.7625 0.010
C 0.0700 0.5766 2.4092 -0.071
C 0.4718 4.1163 -1.5559 -0.349
C -2.1306 -2.6790 1.0718 -0.858
C -1.7899 1.4243 3.7126 -0.244
C 1.0375 -2.3820 2.7938 -0.386
C -2.5951 1.4003 2.5652 -0.237
C 0.1086 3.1134 -0.6575 -0.017
C 2.6145 -0.8889 -3.4453 0.019
C -2.0632 0.9753 1.3353 -0.213
C -2.5462 -0.5566 -3.1122 -0.021
C -0.4559 1.0745 3.5989 -0.202
C -2.5814 -0.3621 -4.5044 -0.350
C -0.7266 0.5414 1.2517 -0.546
C 2.2488 -1.6721 -1.3955 -0.012
C 3.0757 -1.8043 -2.5092 -0.347
B 0.7857 0.9579 -3.5598 0.542
H 0.5207 5.1678 -1.3616 0.232
H -1.1360 -3.1031 0.8959 0.209
H 1.2932 1.3116 -4.5779 -0.023
H -2.8371 -3.0669 0.3257 0.207
H 2.9403 -0.6474 -4.4491 0.227
H -2.0628 -1.5798 1.0054 0.224
H 0.6681 -1.0930 5.3149 0.166
H 3.9224 -2.4658 -2.6286 0.235
H -0.0560 -2.5183 2.8579 0.173
H 1.3202 -2.4366 1.7309 0.179
H -3.2654 -0.9944 -2.4350 0.223
H -2.7184 0.9938 0.4451 0.182
H -3.3755 -0.6005 -5.1751 0.232
H 2.1994 -0.2130 5.0762 0.196
H 1.0593 3.8376 -3.7244 0.221
H 1.5043 -3.1989 3.3545 0.191
H 2.2864 -2.1448 -0.4257 0.225
H 0.2129 1.1323 4.4665 0.195
H -2.1840 1.7173 4.6917 0.208
H -3.6399 1.7332 2.6337 0.203
H 2.0420 0.7998 3.1327 0.197
H -2.4920 -2.9755 2.0670 0.224
H 1.9485 -0.1098 1.5892 0.189
H -0.9437 0.5473 -5.7903 0.227
H 2.1622 -2.0058 5.1061 0.186
H -0.1556 3.1526 0.3863 0.241
```

Output
- Strongest force on any atom: 3.1 eV Å⁻¹
- Spin multiplicity: 3
- HOMO energy (alpha / beta): -0.2061 / -0.2710 hartree
- Energy relative to the best compared isomer or geometry (same formula, charge and spin): 2.00 kcal per mole
- HOMO-LUMO gap (alpha / beta): 6.210 / 7.958 eV
- E_LUMO (alpha / beta): 0.602 / 0.584 eV
- E_tot: -54347.1763 eV

***

[2]
Entry from the Open Molecules 2025 dataset: 2 unconnected molecules or ions with the total composition C19H26BrN3 (wB97M-V/def2-TZVPD).

```
49
Properties=species:S:1:pos:R:3:nbo_charge:R:1
Br -5.1939 1.6108 4.1971 0.032
N -2.6118 -1.0876 0.8226 -0.242
N -5.3325 0.3632 -1.8418 -0.407
N 3.6356 0.1383 -2.0661 -0.246
C -7.1485 1.6030 -0.4494 -0.735
C 4.9931 0.4307 -2.6135 -0.209
C -2.5770 -0.5110 -0.3783 0.106
C -0.2424 -1.2589 0.8453 -0.216
C 1.7440 -1.2902 -1.8943 -0.211
C 2.9954 -0.9909 -2.4026 0.123
C -1.3707 -0.2751 -1.0242 -0.200
C 5.9856 0.8516 -1.5438 -0.435
C 5.8681 0.7711 1.0110 -0.603
C 1.1448 -0.3966 -1.0208 0.031
C 3.0715 1.0229 -1.2317 0.106
C -3.9501 -0.5688 2.8535 -0.455
C 1.8198 0.7765 -0.6956 -0.201
C 6.0059 -0.0330 -0.2858 -0.411
C -5.3492 -0.0496 3.1855 -0.427
C -6.1128 0.9199 -1.2164 0.347
C -3.9039 -1.3359 1.5191 -0.214
C -0.1892 -0.6439 -0.4044 0.034
C -1.4721 -1.4684 1.4365 0.107
H -3.2750 0.2800 2.8065 0.230
H 6.9616 0.7901 -2.0175 0.260
H 6.1996 0.1528 1.8408 0.234
H -4.7010 -1.0262 0.8564 0.239
H -3.4974 -0.2189 -0.8662 0.290
H 6.4819 1.6663 1.0008 0.222
H -1.5535 -1.9403 2.3999 0.252
H 0.6453 -1.5812 1.3625 0.261
H -5.9460 0.1701 2.3096 0.210
H 1.2520 -2.2079 -2.1711 0.266
H -7.6011 2.3820 -1.0598 0.283
H -6.7146 2.0603 0.4386 0.259
H -7.9181 0.8920 -0.1540 0.271
H -5.8945 -0.7241 3.8311 0.241
H 4.8334 1.0424 1.2117 0.185
H -1.3636 0.1912 -1.9941 0.265
H 4.8988 1.1773 -3.3951 0.245
H 1.3767 1.4923 -0.0228 0.259
H -3.6304 -1.2102 3.6689 0.235
H 5.1857 -0.7512 -0.2920 0.179
H 5.3307 -0.4805 -3.0952 0.228
H 6.9188 -0.6149 -0.2384 0.237
H 3.5995 1.9223 -0.9707 0.261
H -3.9601 -2.4041 1.6964 0.239
H 3.5162 -1.6381 -3.0872 0.253
H 5.8649 1.8989 -1.2823 0.217
```

Output
- Strongest force on any atom: 0.9 eV Å⁻¹
- Net charge: +2
- HOMO energy: -0.5414 hartree
- HOMO-LUMO gap: 7.917 eV
- E_LUMO: -6.815 eV
- E_tot: -94622.9368 eV

***

[3]
Entry from the Open Molecules 2025 dataset: C19H26BrN3O4S in the gas phase (wB97M-V/def2-TZVPD).

```
54
Properties=species:S:1:pos:R:3:nbo_charge:R:1
Br 8.0327 -0.9776 -0.5646 0.045
S -6.2823 -1.4657 -0.5417 2.452
O -1.0786 3.4630 -0.7077 -0.712
O -5.8836 -2.6518 0.1463 -0.938
O 0.2777 0.9056 1.5425 -0.500
O -6.5068 -1.5127 -1.9515 -0.938
N -2.9440 1.5373 0.0705 -0.484
N -7.6849 -0.9257 0.1703 -0.658
N -5.1761 -0.2356 -0.1954 -0.707
C -4.0648 1.8246 -0.8073 -0.225
C 4.7213 1.5005 -0.4283 -0.169
C -4.0517 -0.6158 0.6360 -0.247
C -1.7228 1.1227 -0.6121 -0.255
C -7.6085 -0.8561 1.6090 -0.430
C 3.7537 0.7506 0.2736 -0.080
C 2.4661 1.2646 0.5290 -0.259
C -8.2565 0.2362 -0.4652 -0.429
C 3.1225 -1.2970 1.4280 -0.175
C 4.0946 -0.5501 0.7267 0.010
C 6.2864 -0.2924 -0.2148 -0.081
C -3.3674 0.6589 1.1468 -0.215
C 5.9669 0.9942 -0.6711 -0.237
C -4.7483 0.5546 -1.3315 -0.245
C 1.5413 0.5175 1.2160 0.298
C -0.6294 2.1804 -0.3594 0.069
C -0.1966 2.1642 1.1220 -0.095
C 5.3822 -1.0570 0.4680 -0.233
C 1.8857 -0.7802 1.6653 -0.245
H 2.2421 2.2563 0.1688 0.213
H 1.1353 -1.3385 2.2028 0.226
H 3.3764 -2.2875 1.7752 0.214
H -4.7935 2.4014 -0.2285 0.198
H -3.3375 -1.2280 0.0662 0.184
H -5.6267 0.7983 -1.9264 0.229
H -1.0742 2.3656 1.7428 0.197
H -8.6166 -0.8043 2.0196 0.210
H 0.2320 1.9701 -1.0015 0.183
H 0.5433 2.9526 1.3004 0.189
H -4.0551 -0.0188 -1.9642 0.186
H 6.7065 1.5687 -1.2074 0.230
H -8.1940 0.0803 -1.5387 0.236
H 4.4645 2.4906 -0.7754 0.214
H -1.9399 3.5785 -0.2835 0.474
H -1.8832 1.0458 -1.6905 0.203
H -7.7244 1.1559 -0.1927 0.177
H -7.0340 0.0155 1.9458 0.179
H -4.0774 1.2176 1.7648 0.197
H -9.3025 0.3265 -0.1724 0.211
H -2.5021 0.3946 1.7552 0.216
H 5.6422 -2.0464 0.8134 0.225
H -3.7211 2.4344 -1.6443 0.214
H -1.3623 0.1571 -0.2502 0.209
H -7.1244 -1.7668 1.9504 0.235
H -4.4311 -1.2158 1.4612 0.232
```

Output
- Strongest force on any atom: 1.0 eV Å⁻¹
- HOMO energy: -0.3015 hartree
- Energy relative to the best compared isomer or geometry (same formula, charge and spin): 1.53 kcal per mole
- HOMO-LUMO gap: 8.647 eV
- SMILES: CN(C)S(=O)(=O)N1CCN(C[C@@H](O)COc2ccc3cc(Br)ccc3c2)CC1
- E_LUMO: 0.443 eV
- E_tot: -113662.3531 eV

***

[4]
Entry from the Open Molecules 2025 dataset: a molecular structure, C19H26ClN5O6OsS (wB97M-V/def2-TZVPD).

```
59
Properties=species:S:1:pos:R:3:mulliken_spin:R:1
Os -0.0952 1.5974 -0.4926 3.188
Cl 0.7076 3.1827 -1.7644 0.279
S 2.1463 -1.2484 0.8818 0.017
O -1.7267 1.4809 -1.6965 0.021
O 3.0308 -0.5437 1.7565 0.003
O -1.2196 0.7257 1.0284 0.052
O -1.0735 -0.9779 -1.0175 0.019
O 0.9402 0.2779 -2.2360 0.186
O 1.1724 -2.1348 1.4689 0.003
N 1.1326 2.2907 0.9945 0.075
N -3.3383 0.8876 -3.1163 0.020
N 1.3605 -0.1802 -0.1088 0.136
N 1.8398 2.9576 2.9361 0.010
N -1.8382 -0.8506 2.5046 0.019
C -1.3985 -1.5556 0.2239 -0.006
C -1.9814 -2.2672 2.8853 0.000
C 4.4140 -3.5087 -1.6360 0.003
C 3.9236 -3.0520 -0.4160 0.001
C 3.0170 -1.9622 -2.8686 0.003
C -2.3973 0.5657 -2.2745 -0.012
C -1.4972 -0.4940 1.2967 0.017
C 1.5601 -0.4240 -1.3983 -0.025
C 2.5283 -1.5096 -1.6590 0.019
C 1.8473 3.3887 4.3411 0.000
C 0.7745 2.5567 2.2526 -0.011
C 2.9297 2.9569 2.0878 0.003
C -3.6165 2.2959 -3.4462 -0.002
C 2.9786 -2.0516 -0.4603 0.007
C -2.0752 -0.8882 -1.9985 -0.001
C -4.0915 -0.1028 -3.8977 0.000
C 2.4898 2.5466 0.8821 -0.028
C 3.9692 -2.9766 -2.8424 -0.001
C -1.8879 0.1198 3.6047 -0.001
H -3.9370 -1.1116 -3.5342 0.000
H -2.6550 -2.3283 3.7342 0.001
H -2.3214 -2.1323 0.1699 0.002
H -3.1295 2.5568 -4.3854 0.000
H -1.6938 -1.3325 -2.9196 0.003
H -3.2565 2.9467 -2.6602 0.001
H -0.5830 -2.2212 0.5065 0.000
H -3.7817 -0.0523 -4.9407 0.001
H 1.5015 4.4152 4.4227 0.000
H 3.9182 3.2266 2.4192 -0.001
H 4.2758 -3.4652 0.5202 0.000
H -2.7366 -0.1215 4.2390 0.000
H -2.4003 -2.8593 2.0789 0.000
H 4.3769 -3.3523 -3.7715 0.000
H 2.6709 -1.5285 -3.7980 0.000
H -2.9791 -1.4222 -1.7052 0.002
H -0.9745 0.0576 4.1976 0.000
H 3.0328 2.4003 -0.0341 0.000
H 2.8625 3.3205 4.7173 0.000
H -1.0107 -2.6789 3.1635 0.001
H -0.2185 2.4693 2.6580 -0.008
H -2.0154 1.1217 3.2132 0.000
H 5.1615 -4.2913 -1.6418 0.000
H 1.2101 2.7347 4.9278 0.000
H -4.6913 2.4135 -3.5574 0.000
H -5.1512 0.1317 -3.8351 0.001
```

Output
- Strongest force on any atom: 0.9 eV Å⁻¹
- Net charge: +2
- Spin multiplicity: 5
- HOMO energy (alpha / beta): -0.5387 / -0.5385 hartree
- Energy relative to the best compared isomer or geometry (same formula, charge and spin): 9.11 kcal per mole
- HOMO-LUMO gap (alpha / beta): 8.826 / 6.695 eV
- E_LUMO (alpha / beta): -5.833 / -7.957 eV
- E_tot: -65670.5272 eV

***

[5]
Entry from the Open Molecules 2025 dataset: C19H26F2N2O3 in the gas phase (wB97M-V/def2-TZVPD).

```
52
Properties=species:S:1:pos:R:3:nbo_charge:R:1
F -4.5408 0.5046 -1.8092 -0.319
F -5.2696 -0.4586 0.6558 -0.306
O -0.3156 -0.0592 -1.0244 -0.694
O 1.5079 4.1958 0.4354 -0.637
O -2.7141 -2.7085 -0.0039 -0.533
N 0.0343 2.6992 -0.3873 -0.640
N 1.3287 -1.4671 -0.4364 -0.442
C 3.3173 -0.0490 -0.6117 -0.221
C 2.6909 1.1424 0.1240 -0.395
C 1.9813 -2.4262 0.4255 -0.211
C -2.2464 2.3278 0.3252 -0.017
C -2.9003 1.8666 -0.8118 -0.275
C -3.9067 0.9279 -0.7015 0.388
C 2.2490 -0.8498 -1.3718 -0.228
C -2.6099 1.8203 1.5651 -0.204
C -2.7497 -2.3204 -1.3596 -0.268
C -4.2742 0.4344 0.5447 0.309
C 2.3558 2.3071 -0.8160 -0.487
C -1.1420 3.3349 0.1778 -0.239
C 1.2766 3.1803 -0.1890 0.682
C 0.0997 -0.9397 -0.2772 0.719
C -0.7636 -1.4729 0.8488 -0.554
C 4.0419 -1.0014 0.3479 -0.395
C 3.0569 -1.7279 1.2620 -0.413
C -3.6204 0.8794 1.6793 -0.271
C -1.4290 -2.8339 0.5356 -0.050
H 4.0422 0.3326 -1.3377 0.214
H 3.5830 -2.4688 1.8655 0.216
H -1.4673 4.1502 -0.4822 0.199
H 2.5845 -1.0148 1.9392 0.204
H -2.2580 -3.0699 -1.9925 0.162
H -0.1804 -1.5454 1.7664 0.222
H -2.2698 -1.3516 -1.5195 0.188
H -1.5635 -0.7475 1.0127 0.263
H 3.3757 1.4990 0.8951 0.217
H 4.5940 -1.7408 -0.2380 0.200
H -2.1032 2.1653 2.4535 0.220
H 1.6694 -0.2087 -2.0361 0.243
H -0.8637 3.7745 1.1406 0.225
H -1.5724 -3.3857 1.4690 0.195
H 2.7249 -1.6356 -1.9668 0.198
H -2.6332 2.2325 -1.7905 0.233
H -0.1066 1.8032 -0.8408 0.438
H 2.4549 -3.1801 -0.2147 0.197
H 1.7767 0.8176 0.6252 0.202
H 1.9901 1.9319 -1.7718 0.209
H -0.7890 -3.4300 -0.1339 0.162
H 4.7648 -0.4465 0.9476 0.215
H 3.2431 2.9150 -0.9922 0.230
H -3.9131 0.4834 2.6388 0.234
H -3.8014 -2.2530 -1.6282 0.201
H 1.2604 -2.9328 1.0637 0.214
```

Output
- Strongest force on any atom: 0.6 eV Å⁻¹
- HOMO energy: -0.3352 hartree
- Energy relative to the best compared isomer or geometry (same formula, charge and spin): 2.40 kcal per mole
- HOMO-LUMO gap: 9.701 eV
- SMILES: COCCC(=O)N1CCC[C@H](CCC(=O)NCc2ccc(F)c(F)c2)C1
- E_LUMO: 0.580 eV
- E_tot: -34683.6081 eV